Entry from the Open Molecules 2025 dataset: C38H35ClN2NiSi2 as an isolated structure (wB97M-V/def2-TZVPD).

Each line ends with the Löwdin spin population.
Positions of all 79 atoms, in Å:
C (-1.81, 4.21, 0.63)  0.070
C (-0.58, 4.39, -0.11)  -0.003
C (-0.81, 3.96, -1.48)  -0.001
H (0.28, 4.95, 0.24)  -0.001
C (-2.17, 3.47, -1.56)  0.024
C (-2.76, 3.64, -0.27)  0.013
H (-3.80, 3.42, -0.09)  0.000
H (-2.04, 4.57, 1.65)  0.004
H (-0.14, 4.04, -2.33)  0.000
H (-2.72, 3.12, -2.43)  0.001
Ni (-0.67, 2.15, -0.56)  0.886
Si (0.14, 0.10, -1.82)  0.058
C (1.86, -0.59, -1.55)  0.023
C (1.95, -1.98, -1.64)  0.005
H (1.04, -2.58, -1.69)  0.004
C (3.20, -2.60, -1.70)  0.001
H (3.24, -3.69, -1.72)  0.000
C (4.35, -1.81, -1.68)  0.001
H (5.33, -2.30, -1.68)  0.000
C (4.26, -0.41, -1.63)  0.001
H (5.17, 0.19, -1.61)  0.000
C (3.00, 0.21, -1.56)  0.005
H (2.91, 1.31, -1.51)  0.000
C (0.08, -0.74, -3.60)  0.008
C (0.92, -0.38, -4.67)  0.001
H (1.36, 0.62, -4.64)  0.000
C (1.24, -1.30, -5.67)  0.000
H (2.01, -1.08, -6.41)  0.000
C (0.58, -2.53, -5.74)  0.001
H (0.83, -3.24, -6.54)  0.000
C (-0.38, -2.84, -4.79)  0.001
H (-0.97, -3.76, -4.84)  0.000
C (-0.61, -1.96, -3.72)  0.004
H (-1.32, -2.25, -2.95)  0.001
H (0.28, 1.59, -1.91)  0.003
Si (0.15, -3.25, 1.38)  0.023
C (-0.93, -2.30, 0.03)  0.194
C (-0.94, -0.87, -0.49)  0.098
H (-0.76, -0.20, 0.37)  0.032
C (-2.10, -0.52, -1.40)  0.249
H (-2.31, 0.53, -1.71)  0.006
C (-3.15, -1.43, -1.60)  -0.009
H (-3.94, -1.15, -2.31)  -0.005
C (-3.19, -2.63, -0.88)  0.252
H (-4.06, -3.29, -0.97)  0.017
C (-2.07, -3.08, -0.14)  0.003
H (-2.16, -4.06, 0.36)  -0.005
C (1.62, -2.14, 1.70)  -0.001
C (1.50, -0.73, 1.73)  0.001
H (0.53, -0.22, 1.72)  0.000
C (2.64, 0.09, 1.72)  0.000
H (2.48, 1.16, 1.54)  0.000
C (3.90, -0.48, 1.95)  0.000
H (4.78, 0.16, 2.02)  0.000
C (4.02, -1.87, 2.08)  0.000
H (4.99, -2.33, 2.31)  0.000
C (2.90, -2.69, 1.87)  0.000
H (3.04, -3.78, 1.81)  0.000
H (0.24, -4.59, 1.02)  0.002
Cl (-0.93, -2.96, 3.15)  0.010
N (0.95, 2.65, 2.51)  -0.001
C (-0.04, 2.20, 3.38)  0.001
C (0.18, 2.13, 4.77)  0.000
C (-0.90, 1.95, 5.65)  0.001
C (-2.19, 1.73, 5.18)  0.000
C (-2.44, 1.59, 3.79)  0.001
C (-3.72, 1.27, 3.27)  0.000
C (-3.81, 0.88, 1.95)  0.001
C (-2.63, 0.79, 1.22)  0.007
N (-1.47, 1.40, 1.56)  0.011
C (-1.32, 1.76, 2.88)  0.001
H (1.81, 2.96, 2.96)  0.000
H (0.71, 3.33, 1.77)  -0.001
H (1.18, 2.32, 5.17)  0.000
H (-0.71, 2.04, 6.72)  0.000
H (-3.05, 1.65, 5.87)  0.000
H (-4.61, 1.30, 3.92)  0.000
H (-4.74, 0.58, 1.45)  0.000
H (-2.68, 0.18, 0.30)  0.004

The multiplicity is 3. As for the expectation value of S²: 2.051. Its orbital gap (alpha / beta) is 6.419 / 6.807 eV. Its LUMO energy (alpha / beta) is -0.110 / -0.478 eV.


Entry from the Open Molecules 2025 dataset: C38H35F6GeIrNO2PS4Sb as an isolated structure (wB97M-V/def2-TZVPD).

Each line ends with the Löwdin spin population.
Positions of all 90 atoms, in Å:
Ir (-21.92, -5.22, -11.47)  1.561
C (-23.10, -3.96, -16.71)  0.003
C (-23.84, -5.26, -17.10)  0.001
C (-22.79, -6.21, -17.69)  0.000
C (-25.00, -4.90, -18.03)  0.000
C (-24.41, -5.82, -15.78)  0.002
C (-25.24, -6.95, -15.85)  0.001
C (-25.67, -7.57, -14.68)  0.000
C (-25.19, -7.07, -13.48)  0.003
S (-25.55, -7.74, -11.88)  0.012
C (-24.38, -6.67, -11.22)  0.018
N (-23.75, -5.86, -12.11)  0.040
C (-24.22, -6.03, -13.42)  0.006
C (-23.88, -5.33, -14.58)  0.026
C (-23.83, -6.68, -9.88)  0.003
C (-24.49, -7.24, -8.77)  0.004
C (-23.97, -6.98, -7.48)  0.001
C (-22.70, -6.38, -7.35)  0.005
C (-22.00, -5.96, -8.47)  0.002
C (-22.56, -6.05, -9.75)  0.003
H (-22.82, -3.38, -17.62)  0.000
H (-22.21, -4.18, -16.05)  0.004
H (-23.77, -3.33, -16.11)  0.000
H (-22.27, -5.69, -18.51)  0.000
H (-23.18, -7.13, -18.14)  0.000
H (-22.05, -6.53, -16.97)  0.000
H (-24.50, -4.51, -18.94)  0.000
H (-25.64, -4.16, -17.55)  0.000
H (-25.69, -5.74, -18.41)  0.000
H (-25.56, -7.28, -16.80)  0.000
H (-26.36, -8.44, -14.63)  0.000
H (-23.14, -4.56, -14.51)  0.022
H (-25.40, -7.83, -8.93)  0.000
H (-24.51, -7.29, -6.57)  0.000
H (-22.37, -6.13, -6.37)  0.000
H (-21.02, -5.52, -8.39)  0.000
S (-24.08, -1.46, -13.51)  0.533
Sb (-22.08, -1.85, -12.41)  0.137
S (-22.72, -3.35, -10.33)  0.700
S (-21.22, -3.96, -13.37)  0.654
F (-21.19, -7.03, -12.36)  0.080
P (-20.32, -7.50, -13.85)  0.007
F (-21.38, -6.53, -14.61)  0.006
F (-19.41, -6.17, -13.57)  0.008
F (-21.37, -8.73, -13.99)  0.004
F (-19.54, -7.93, -15.17)  0.000
F (-19.30, -8.31, -12.89)  0.004
O (-19.31, -3.04, -11.12)  0.055
C (-19.11, -4.20, -10.72)  0.008
O (-19.97, -5.20, -10.81)  0.076
C (-17.76, -4.70, -10.25)  0.004
C (-16.60, -3.73, -10.16)  0.001
Ge (-16.54, -2.69, -8.49)  0.000
C (-17.44, -1.06, -9.11)  0.000
C (-16.88, -0.43, -10.21)  0.000
C (-17.51, 0.67, -10.81)  0.000
C (-18.74, 1.14, -10.32)  0.001
C (-19.36, 0.44, -9.29)  0.001
C (-18.72, -0.65, -8.69)  0.000
C (-14.69, -2.13, -8.25)  0.000
C (-13.64, -3.02, -8.40)  0.000
C (-12.33, -2.53, -8.63)  0.000
C (-12.09, -1.18, -8.64)  0.000
C (-13.12, -0.28, -8.47)  0.000
C (-14.42, -0.75, -8.21)  0.000
C (-17.17, -3.36, -6.81)  0.000
C (-17.17, -4.74, -6.61)  0.000
C (-17.86, -5.27, -5.52)  0.000
C (-18.58, -4.45, -4.65)  0.000
C (-18.48, -3.07, -4.78)  0.000
C (-17.81, -2.51, -5.90)  0.000
H (-17.53, -5.55, -10.89)  0.000
H (-18.03, -5.11, -9.27)  0.000
H (-16.74, -2.93, -10.90)  0.000
H (-15.60, -4.22, -10.23)  0.000
H (-15.96, -0.84, -10.56)  0.000
H (-17.08, 1.14, -11.70)  0.000
H (-19.26, 1.96, -10.82)  0.000
H (-20.39, 0.70, -8.91)  0.000
H (-19.13, -1.17, -7.83)  0.000
H (-13.71, -4.09, -8.17)  0.000
H (-11.52, -3.22, -8.85)  0.000
H (-11.07, -0.77, -8.81)  0.000
H (-12.87, 0.79, -8.42)  0.000
H (-15.24, -0.05, -7.98)  0.000
H (-16.73, -5.43, -7.32)  0.000
H (-17.90, -6.37, -5.42)  0.000
H (-19.15, -4.95, -3.89)  0.000
H (-19.09, -2.45, -4.11)  0.000
H (-17.66, -1.41, -6.02)  0.000

The multiplicity is 5. As for the expectation value of S²: 6.050. Its net charge is -1. Its orbital gap (alpha / beta) is 5.174 / 5.411 eV. Its LUMO energy (alpha / beta) is 1.842 / -0.247 eV.


Entry from the Open Molecules 2025 dataset: a 2-piece molecular cluster, C38H35N3O5 overall (wB97M-V/def2-TZVPD).

Each line ends with the Löwdin charge.
Positions of all 81 atoms, in Å:
C (5.34, -1.25, -3.15)  -0.064
N (5.09, -0.40, -1.99)  -0.078
C (5.63, 0.91, -2.04)  -0.201
C (5.81, 1.53, -3.30)  -0.032
C (6.18, 2.87, -3.39)  -0.086
C (6.44, 3.62, -2.23)  -0.096
C (6.37, 2.98, -0.98)  -0.077
C (6.03, 1.62, -0.89)  -0.036
C (4.05, -0.76, -1.14)  -0.179
C (3.69, -0.02, 0.00)  0.011
C (2.58, -0.38, 0.74)  -0.024
C (1.64, -1.31, 0.30)  -0.200
C (0.35, -1.36, 0.96)  0.036
C (-0.79, -1.69, 0.13)  -0.193
C (-1.79, -2.59, 0.56)  -0.005
C (-2.80, -2.99, -0.30)  0.006
C (-2.77, -2.63, -1.66)  -0.230
N (-3.71, -3.17, -2.61)  -0.114
C (-3.18, -4.22, -3.48)  -0.052
C (-4.73, -2.35, -3.08)  -0.225
C (-5.24, -2.46, -4.40)  -0.036
C (-6.13, -1.50, -4.87)  -0.096
C (-6.59, -0.48, -4.03)  -0.109
C (-6.13, -0.40, -2.70)  -0.083
C (-5.21, -1.33, -2.23)  -0.024
C (-1.75, -1.78, -2.11)  0.012
C (-0.85, -1.23, -1.21)  0.002
C (2.03, -2.11, -0.82)  -0.018
C (3.22, -1.87, -1.49)  -0.023
H (5.51, -2.28, -2.84)  0.095
H (4.49, -1.21, -3.85)  0.099
H (6.23, -0.87, -3.65)  0.086
H (5.62, 0.96, -4.22)  0.102
H (6.25, 3.33, -4.37)  0.104
H (6.71, 4.67, -2.30)  0.100
H (6.57, 3.55, -0.07)  0.106
H (6.08, 1.12, 0.08)  0.113
H (4.21, 0.87, 0.33)  0.090
H (2.36, 0.20, 1.63)  0.075
H (0.31, -1.72, 1.99)  0.111
H (-1.68, -3.02, 1.56)  0.107
H (-3.64, -3.58, 0.08)  0.124
H (-4.01, -4.71, -3.98)  0.081
H (-2.47, -3.81, -4.22)  0.093
H (-2.65, -4.95, -2.87)  0.094
H (-4.93, -3.27, -5.05)  0.091
H (-6.47, -1.54, -5.91)  0.103
H (-7.32, 0.26, -4.40)  0.097
H (-6.48, 0.39, -2.03)  0.103
H (-4.84, -1.28, -1.20)  0.111
H (-1.69, -1.51, -3.17)  0.130
H (-0.13, -0.50, -1.57)  0.132
H (1.40, -2.92, -1.19)  0.121
H (3.47, -2.50, -2.34)  0.093
C (-3.12, -2.53, 3.77)  -0.073
C (-2.82, -1.07, 3.58)  -0.213
O (-1.42, -0.93, 3.23)  -0.064
C (-1.13, 0.24, 2.59)  -0.522
C (0.31, 0.41, 2.49)  -0.005
C (0.78, 1.78, 2.43)  -0.307
O (1.69, 2.17, 1.68)  0.063
C (0.22, 2.84, 3.37)  -0.112
C (-0.20, 2.59, 4.69)  0.004
C (-0.53, 3.64, 5.55)  0.021
C (-0.44, 4.97, 5.09)  -0.153
N (-0.51, 6.03, 6.04)  -0.318
O (-0.36, 7.21, 5.64)  0.057
O (-0.71, 5.74, 7.24)  0.051
C (-0.10, 5.23, 3.75)  0.024
C (0.27, 4.18, 2.92)  0.010
O (-1.99, 1.01, 2.13)  0.081
H (-4.05, -2.66, 4.34)  0.081
H (-3.29, -2.99, 2.79)  0.051
H (-2.32, -3.06, 4.30)  0.088
H (-3.41, -0.64, 2.76)  0.123
H (-2.98, -0.49, 4.51)  0.130
H (0.95, -0.24, 3.10)  0.145
H (-0.24, 1.56, 5.06)  0.123
H (-0.80, 3.45, 6.59)  0.119
H (-0.04, 6.27, 3.42)  0.121
H (0.61, 4.41, 1.91)  0.125

Its orbital gap is 6.373 eV. Its LUMO energy is -1.227 eV.


Entry from the Open Molecules 2025 dataset: C38H36AlBrF4N3OP as an isolated structure (wB97M-V/def2-TZVPD).

Each line ends with the Löwdin charge.
Positions of all 85 atoms, in Å:
Al (0.02, 0.32, 1.25)  -0.159
F (-5.27, 0.72, 1.64)  0.155
C (-4.29, -0.12, 1.48)  -0.147
C (-4.50, -1.50, 1.27)  -0.123
F (-5.75, -1.98, 1.35)  0.108
C (-3.38, -2.33, 1.27)  -0.182
F (-3.66, -3.61, 1.68)  0.058
C (-2.09, -1.76, 1.21)  -0.255
P (-0.56, -2.72, 1.19)  1.086
C (-0.03, -3.08, 2.92)  -0.294
C (-0.94, -3.43, 3.95)  -0.055
C (-0.39, -3.59, 5.22)  -0.066
C (0.99, -3.84, 5.40)  -0.075
C (1.85, -3.66, 4.35)  -0.073
C (1.34, -3.19, 3.14)  -0.103
C (-0.83, -4.31, 0.36)  -0.293
C (0.05, -5.36, 0.70)  -0.058
C (-0.05, -6.60, 0.03)  -0.058
C (-1.17, -6.82, -0.78)  -0.082
C (-2.03, -5.79, -1.03)  -0.080
C (-1.93, -4.55, -0.43)  -0.101
C (-1.93, -0.40, 1.28)  -0.227
Br (-0.27, 0.44, 3.63)  0.429
C (-2.99, 0.39, 1.58)  -0.227
F (-2.90, 1.75, 1.88)  0.034
H (-1.98, -3.62, 3.77)  0.102
H (-1.12, -3.66, 6.08)  0.127
H (1.40, -4.20, 6.34)  0.110
H (2.89, -3.81, 4.49)  0.097
H (2.00, -2.97, 2.28)  0.108
H (0.79, -5.33, 1.49)  0.103
H (0.74, -7.35, 0.13)  0.109
H (-1.39, -7.80, -1.18)  0.103
H (-2.91, -6.04, -1.61)  0.112
H (-2.75, -3.83, -0.43)  0.110
N (-1.08, 5.24, -3.76)  0.157
C (-0.69, 6.42, -4.40)  -0.157
C (-0.65, 6.82, -5.77)  -0.008
C (-0.05, 8.06, -6.00)  -0.104
C (0.58, 8.82, -5.00)  -0.084
C (0.67, 8.34, -3.68)  -0.002
C (0.06, 7.11, -3.41)  -0.274
N (0.04, 6.47, -2.24)  0.179
C (-0.64, 5.33, -2.45)  -0.254
C (-0.79, 4.30, -1.45)  -0.110
C (-1.62, 3.17, -1.60)  0.009
C (-1.46, 2.04, -0.78)  -0.068
N (-0.48, 1.97, 0.14)  0.049
C (0.22, 3.12, 0.44)  -0.024
C (0.08, 4.27, -0.33)  0.040
H (-1.53, 4.42, -4.21)  0.175
H (-0.94, 6.20, -6.60)  0.099
H (-0.05, 8.38, -7.02)  0.095
H (0.89, 9.81, -5.21)  0.086
H (1.14, 8.96, -2.90)  0.124
H (-2.36, 3.06, -2.36)  0.104
H (-2.19, 1.18, -0.86)  0.138
H (0.91, 2.98, 1.24)  0.108
H (0.50, 5.15, 0.10)  0.115
C (3.17, 1.54, 3.12)  -0.067
C (2.78, 0.46, 2.12)  -0.489
C (4.00, 0.02, 1.32)  -0.050
O (1.71, 0.89, 1.22)  -0.269
H (4.14, 1.30, 3.51)  0.070
H (2.57, 1.69, 3.99)  0.050
H (3.26, 2.47, 2.64)  0.062
H (2.37, -0.38, 2.72)  0.088
H (4.45, 0.87, 0.81)  0.087
H (3.75, -0.77, 0.58)  0.068
H (4.76, -0.28, 1.99)  0.057
C (1.74, -2.95, -1.72)  -0.041
C (0.92, -1.73, -1.17)  -0.569
C (1.72, -0.45, -1.59)  -0.058
C (-0.45, -1.73, -1.86)  -0.057
C (0.64, -1.70, 0.38)  -0.254
H (1.99, -2.82, -2.77)  0.082
H (1.28, -3.92, -1.47)  0.072
H (2.67, -3.02, -1.17)  0.069
H (1.50, -0.26, -2.67)  0.083
H (2.82, -0.54, -1.60)  0.082
H (1.46, 0.47, -1.04)  0.058
H (-0.89, -2.70, -1.63)  0.053
H (-0.28, -1.63, -2.93)  0.086
H (-1.16, -1.00, -1.50)  0.067
H (1.57, -1.80, 0.93)  0.038

Its orbital gap is 7.061 eV. Its LUMO energy is -0.908 eV.


Entry from the Open Molecules 2025 dataset: a 2-piece molecular cluster, C38H36BF6N3O3S overall (wB97M-V/def2-TZVPD).

Each line ends with the Löwdin charge.
Positions of all 88 atoms, in Å:
C (-4.13, 1.91, -4.73)  -0.114
C (-2.94, 1.32, -4.10)  -0.566
C (-2.65, -0.02, -3.82)  -0.110
C (-1.28, -0.22, -3.48)  -0.109
C (-0.55, 0.98, -3.46)  -0.497
B (-1.44, 0.76, 1.55)  -0.634
C (0.78, 1.12, -3.98)  -0.219
C (1.26, 2.38, -4.40)  0.020
C (2.59, 2.53, -4.75)  -0.104
C (3.14, 3.92, -4.99)  -0.496
F (3.26, 4.24, -6.31)  0.123
F (2.31, 4.86, -4.41)  0.109
F (4.38, 4.08, -4.42)  0.112
C (3.44, 1.42, -4.87)  0.061
C (2.95, 0.17, -4.52)  -0.112
C (3.80, -1.08, -4.58)  -0.499
F (3.62, -1.84, -3.44)  0.104
F (3.46, -1.88, -5.64)  0.116
F (5.14, -0.81, -4.68)  0.124
C (1.63, 0.00, -4.09)  0.041
O (-1.86, 2.07, 1.72)  0.067
C (-3.14, 2.08, 1.04)  -0.099
C (-3.40, 0.63, 0.60)  -0.116
O (-2.44, -0.18, 1.30)  0.072
S (-1.64, 2.34, -3.56)  1.108
H (-4.60, 1.17, -5.38)  0.087
H (-4.88, 2.24, -3.99)  0.083
H (-3.82, 2.78, -5.33)  0.077
H (-3.38, -0.83, -3.93)  0.113
H (-0.80, -1.17, -3.29)  0.110
H (0.59, 3.24, -4.38)  0.099
H (4.47, 1.53, -5.20)  0.135
H (1.27, -0.99, -3.84)  0.127
H (-3.91, 2.42, 1.76)  0.129
H (-3.09, 2.79, 0.19)  0.132
H (-4.40, 0.28, 0.87)  0.126
H (-3.25, 0.51, -0.48)  0.128
C (1.34, -1.50, 6.04)  -0.013
N (1.00, -1.68, 4.65)  -0.032
C (0.38, -2.84, 4.25)  -0.367
O (0.18, -3.82, 4.95)  0.095
C (0.02, -2.69, 2.77)  -0.151
C (-1.47, -2.88, 2.52)  -0.087
C (-2.03, -4.25, 2.86)  -0.224
C (-3.26, -4.33, 3.51)  -0.040
C (-3.82, -5.57, 3.82)  -0.080
C (-3.15, -6.75, 3.46)  -0.089
C (-1.92, -6.67, 2.79)  -0.072
C (-1.36, -5.42, 2.49)  -0.039
N (0.47, -1.32, 2.47)  0.027
C (0.40, -0.85, 1.23)  0.043
C (0.03, 0.50, 0.89)  -0.162
C (0.06, 0.91, -0.58)  -0.084
C (0.84, 2.06, -0.84)  -0.261
C (2.14, 2.00, -1.42)  -0.036
C (2.95, 3.11, -1.46)  -0.046
C (2.52, 4.34, -0.94)  -0.251
C (3.40, 5.47, -0.96)  -0.193
N (4.14, 6.38, -0.92)  0.132
C (1.25, 4.43, -0.36)  -0.032
C (0.43, 3.32, -0.31)  -0.021
C (0.90, -0.57, 3.70)  -0.429
C (-0.16, 0.44, 4.15)  0.021
C (2.28, 0.10, 3.55)  0.017
H (1.55, -2.48, 6.48)  0.101
H (2.24, -0.88, 6.12)  0.088
H (0.54, -1.00, 6.59)  0.097
H (0.63, -3.39, 2.16)  0.165
H (-2.02, -2.13, 3.09)  0.122
H (-1.68, -2.66, 1.46)  0.131
H (-3.76, -3.40, 3.79)  0.112
H (-4.78, -5.62, 4.34)  0.104
H (-3.60, -7.72, 3.68)  0.102
H (-1.39, -7.59, 2.50)  0.104
H (-0.39, -5.35, 1.99)  0.110
H (0.64, -1.53, 0.41)  0.165
H (0.62, 1.22, 1.49)  0.152
H (-0.09, 0.13, -1.31)  0.060
H (2.49, 1.03, -1.79)  0.115
H (3.95, 3.05, -1.90)  0.119
H (0.92, 5.38, 0.05)  0.119
H (-0.56, 3.38, 0.18)  0.108
H (-1.16, 0.00, 4.04)  0.105
H (-0.01, 0.69, 5.21)  0.098
H (-0.10, 1.37, 3.58)  0.091
H (3.05, -0.67, 3.37)  0.103
H (2.30, 0.81, 2.72)  0.083
H (2.53, 0.65, 4.47)  0.092

Its orbital gap is 5.000 eV. Its LUMO energy is -0.939 eV.


DFT total energy list, top to bottom, in eV: -112271.5387 -180393.3624 -54675.6317 -143308.1302 -78418.3227
Energy above the lowest of the compared OMol25 structures with the same formula, charge and spin list, top to bottom, in kJ/mol: 399.8 144.3 0.0 0.0 79.6
Max |F| list, top to bottom, in eV Å⁻¹: 5.0 4.3 3.5 2.7 2.9